(1)
Computed, not measured: C25H35F3KN8O4S as an isolated structure, with ωB97M-V with the def2-TZVPD basis set.

Each line ends with the Löwdin charge.
Atoms and positions in Å:
K  -0.527  -0.596  0.156  0.72
O  2.010  -4.687  1.506  0.03
C  1.646  -3.667  0.927  -0.48
N  0.676  -2.803  1.269  0.08
C  0.439  -2.577  2.579  -0.49
O  1.247  -2.575  3.503  0.03
C  -0.996  -2.158  2.917  -0.21
C  -1.246  -1.671  4.195  -0.01
C  -2.532  -1.292  4.532  -0.07
C  -3.536  -1.418  3.585  -0.07
C  -3.193  -1.903  2.335  -0.16
N  -1.958  -2.264  1.994  0.09
C  2.374  -3.352  -0.376  -0.18
C  2.890  -4.411  -1.122  -0.02
C  3.625  -4.136  -2.258  -0.08
C  3.862  -2.809  -2.594  -0.07
C  3.320  -1.824  -1.786  -0.17
N  2.562  -2.078  -0.717  0.13
H  -0.419  -1.600  4.886  0.11
H  -2.747  -0.889  5.514  0.11
H  -4.552  -1.114  3.795  0.10
H  -3.947  -1.987  1.560  0.10
H  2.714  -5.418  -0.773  0.11
H  4.026  -4.940  -2.864  0.10
H  4.457  -2.538  -3.456  0.10
H  3.503  -0.774  -1.998  0.06
C  -1.619  -1.805  -3.231  -0.21
C  -0.102  -1.583  -3.350  -0.20
N  0.389  -0.445  -2.601  -0.10
C  0.216  0.890  -3.135  -0.21
C  -1.229  1.410  -3.063  -0.21
N  -1.923  1.069  -1.841  -0.07
C  -3.226  0.437  -1.930  -0.21
C  -3.269  -1.053  -1.516  -0.22
N  -2.070  -1.797  -1.857  -0.11
H  -1.865  -2.740  -3.756  0.11
H  -2.148  -1.020  -3.771  0.09
H  0.155  -1.534  -4.423  0.11
H  0.400  -2.465  -2.941  0.11
H  1.351  -0.587  -2.332  0.05
H  0.552  0.983  -4.184  0.11
H  0.863  1.541  -2.542  0.06
H  -1.800  1.004  -3.902  0.10
H  -1.193  2.496  -3.234  0.11
H  -1.853  1.752  -1.104  0.10
H  -3.599  0.537  -2.956  0.10
H  -3.942  0.954  -1.288  0.11
H  -4.191  -1.477  -1.952  0.11
H  -3.383  -1.103  -0.431  0.07
H  -2.045  -2.702  -1.410  0.12
C  2.376  4.740  -0.920  -0.13
N  1.937  3.899  0.175  -0.23
C  0.550  4.145  0.564  -0.06
C  2.419  2.606  0.252  -0.77
S  3.247  1.891  -1.031  0.65
N  2.197  1.986  1.417  -0.19
C  1.919  2.694  2.660  -0.04
C  2.431  0.559  1.579  -0.08
H  2.101  5.769  -0.678  0.08
H  1.908  4.458  -1.869  0.07
H  3.453  4.674  -1.044  0.06
H  -0.057  4.291  -0.338  0.09
H  0.468  5.045  1.179  0.09
H  0.139  3.306  1.120  0.05
H  2.119  3.756  2.537  0.09
H  2.587  2.298  3.428  0.09
H  0.886  2.531  2.973  0.08
H  2.262  0.035  0.643  0.02
H  1.746  0.192  2.343  0.09
H  3.458  0.351  1.891  0.10
F  -1.757  1.978  4.220  0.13
C  -2.519  2.223  3.138  -0.54
F  -2.408  3.552  2.883  0.12
F  -3.790  2.005  3.499  0.13
C  -2.063  1.408  1.891  -0.62
O  -2.951  0.893  1.204  0.01
O  -0.826  1.434  1.724  -0.10

Values from the calculation:
Energy above the lowest of the compared OMol25 structures with the same formula, charge and spin (kJ/mol): 57.29
E_tot (eV): -81921.7624
HOMO energy (eV): -5.57
Charge: -1
Kohn-Sham gap (eV): 7.754
Largest force on an atom (Eh/bohr): 0.0077

***

(2)
Computed, not measured: C25H35FeN6P2 as an isolated structure in a non-equilibrium geometry, with ωB97M-V with the def2-TZVPD basis set.

Each line ends with the natural charge from an NBO analysis.
Atoms and positions in Å:
Fe  0.019  0.014  -0.190  0.94
C  -1.169  3.498  2.647  -0.25
C  -2.025  2.938  3.588  -0.12
C  -2.238  1.574  3.574  -0.22
C  -1.612  0.788  2.601  0.19
N  -0.839  1.355  1.660  -0.50
C  -0.603  2.660  1.702  0.05
C  -1.633  -0.676  2.604  -0.11
C  -2.292  -1.426  3.587  -0.17
C  -2.118  -2.794  3.656  -0.20
C  -1.274  -3.447  2.774  -0.18
C  -0.613  -2.714  1.788  -0.31
C  -0.843  -1.365  1.688  -0.03
H  -0.944  4.552  2.655  0.24
H  -2.490  3.557  4.341  0.24
H  -2.863  1.123  4.327  0.24
H  0.084  3.038  0.950  0.20
H  -2.924  -0.939  4.315  0.22
H  -2.610  -3.353  4.440  0.24
H  -1.113  -4.513  2.848  0.24
H  0.084  -3.212  1.125  0.22
C  5.225  0.020  2.442  -0.41
N  3.841  -0.417  2.368  -0.41
C  3.153  -0.528  3.641  -0.42
C  3.086  -0.280  1.248  0.65
N  1.807  -0.108  1.245  -0.81
N  3.753  -0.401  0.044  -0.60
C  3.243  -0.261  -1.222  0.65
N  4.144  -0.476  -2.208  -0.79
N  2.009  0.048  -1.438  -0.84
H  5.654  -0.315  3.384  0.24
H  5.295  1.111  2.410  0.21
H  5.839  -0.398  1.648  0.20
H  3.841  -0.931  4.380  0.24
H  2.321  -1.227  3.557  0.22
H  2.786  0.433  4.012  0.20
H  1.406  0.015  2.166  0.39
H  4.728  -0.659  0.095  0.42
H  5.112  -0.689  -2.034  0.41
H  3.884  -0.332  -3.169  0.42
H  1.826  0.166  -2.430  0.36
C  -2.158  3.080  -1.183  -0.92
P  -1.197  1.618  -1.729  0.92
C  -0.090  2.410  -2.966  -0.93
C  -2.363  0.705  -2.821  -0.34
C  -3.242  1.383  -3.662  -0.14
C  -4.123  0.685  -4.470  -0.18
C  -4.120  -0.699  -4.463  -0.17
C  -3.233  -1.386  -3.654  -0.18
C  -2.355  -0.696  -2.821  -0.35
P  -1.172  -1.600  -1.740  0.96
C  -2.115  -3.073  -1.195  -0.93
C  -0.056  -2.391  -2.972  -0.93
H  -2.605  3.593  -2.032  0.25
H  -1.481  3.767  -0.680  0.25
H  -2.937  2.782  -0.486  0.26
H  -0.648  3.116  -3.579  0.26
H  0.347  1.651  -3.610  0.24
H  0.709  2.933  -2.442  0.25
H  -3.253  2.462  -3.697  0.21
H  -4.810  1.222  -5.107  0.24
H  -4.810  -1.247  -5.086  0.24
H  -3.235  -2.466  -3.677  0.22
H  -2.539  -3.597  -2.050  0.25
H  -2.908  -2.786  -0.508  0.26
H  -1.433  -3.744  -0.676  0.25
H  -0.618  -3.059  -3.624  0.26
H  0.704  -2.960  -2.436  0.25
H  0.435  -1.633  -3.576  0.24

Values from the calculation:
Energy above the lowest of the compared OMol25 structures with the same formula, charge and spin (kJ/mol): 372.23
2S+1: 2
E_tot (eV): -88384.7100
HOMO energy (spin up / spin down) (eV): -13.60 / -13.59
Charge: +2
Kohn-Sham gap (spin up / spin down) (eV): 7.127 / 7.303
<S²>: 0.802
Largest force on an atom (Eh/bohr): 0.0443

***

(3)
Computed, not measured: a 7-piece molecular cluster, C25H35IN2O21PS overall, with ωB97M-V with the def2-TZVPD basis set.

Each line ends with the Löwdin charge.
Atoms and positions in Å:
C  6.357  2.997  -0.871  -0.19
C  5.771  1.728  -1.491  -0.31
C  5.192  0.648  -0.555  -0.63
I  4.910  1.282  1.490  0.87
C  3.955  -0.034  -1.179  -0.33
C  3.285  -1.090  -0.267  -0.74
O  4.084  -1.808  0.370  -0.09
O  2.054  -1.193  -0.329  -0.06
N  3.032  0.892  -1.826  -0.30
N  2.521  0.387  -3.081  0.02
C  1.774  -0.578  -3.088  -0.77
S  0.785  -1.779  -3.096  0.78
P  2.159  2.110  -0.992  0.83
C  0.705  2.242  -2.078  -0.26
O  1.472  1.451  0.346  -0.33
H  5.594  3.633  -0.430  0.04
H  6.832  3.568  -1.675  0.06
H  7.139  2.770  -0.148  0.05
H  5.039  2.029  -2.236  0.09
H  6.599  1.263  -2.034  0.10
H  5.923  -0.148  -0.476  0.07
H  4.385  -0.638  -1.985  0.15
H  0.037  3.001  -1.676  0.02
H  1.003  2.503  -3.092  0.03
H  0.165  1.293  -2.127  0.03
H  1.523  2.157  1.002  0.02
C  3.241  -4.748  -0.216  -0.09
C  2.236  -5.468  0.651  -0.10
O  2.398  -6.840  0.243  0.04
C  3.638  -6.976  -0.280  -0.60
O  4.133  -8.027  -0.558  0.13
O  4.227  -5.781  -0.444  0.07
H  3.675  -3.873  0.266  0.10
H  2.819  -4.449  -1.177  0.13
H  2.471  -5.389  1.714  0.13
H  1.214  -5.140  0.485  0.12
C  -3.016  0.602  2.059  -0.11
C  -1.666  0.357  2.701  -0.10
O  -0.816  1.219  1.946  0.06
C  -1.564  2.202  1.418  -0.57
O  -1.134  3.175  0.880  0.13
O  -2.885  1.947  1.584  0.06
H  -3.847  0.526  2.756  0.13
H  -3.197  -0.055  1.207  0.13
H  -1.637  0.661  3.750  0.13
H  -1.328  -0.672  2.616  0.14
C  -0.653  6.990  2.602  -0.10
C  -1.013  5.666  3.239  -0.09
O  -0.438  5.800  4.551  0.07
C  -0.331  7.112  4.837  -0.58
O  -0.058  7.560  5.905  0.15
O  -0.583  7.866  3.738  0.04
H  -1.401  7.342  1.897  0.13
H  0.320  6.963  2.110  0.13
H  -2.091  5.531  3.340  0.13
H  -0.593  4.815  2.711  0.12
C  -0.364  -6.722  -2.369  -0.10
C  -0.284  -5.750  -3.527  -0.11
O  -1.088  -4.660  -3.063  0.02
C  -1.111  -4.696  -1.704  -0.59
O  -1.560  -3.842  -1.017  0.16
O  -0.568  -5.852  -1.250  0.05
H  0.539  -7.311  -2.236  0.13
H  -1.222  -7.391  -2.450  0.12
H  0.730  -5.388  -3.706  0.13
H  -0.689  -6.154  -4.452  0.13
C  -3.904  9.721  4.267  -0.11
C  -4.135  10.087  2.814  -0.11
O  -4.045  8.816  2.164  0.05
C  -4.330  7.853  3.075  -0.58
O  -4.487  6.706  2.815  0.16
O  -4.390  8.376  4.320  0.06
H  -4.453  10.350  4.963  0.13
H  -2.846  9.722  4.536  0.13
H  -5.129  10.501  2.638  0.13
H  -3.387  10.769  2.417  0.13
C  -4.668  -7.414  -3.806  -0.11
C  -5.692  -8.170  -2.984  -0.12
O  -5.144  -9.491  -2.954  0.06
C  -3.807  -9.404  -3.158  -0.57
O  -3.040  -10.297  -3.026  0.17
O  -3.467  -8.145  -3.536  0.04
H  -4.554  -6.376  -3.507  0.13
H  -4.873  -7.460  -4.877  0.13
H  -5.765  -7.796  -1.961  0.13
H  -6.682  -8.180  -3.432  0.13

Values from the calculation:
Energy above the lowest of the compared OMol25 structures with the same formula, charge and spin (kJ/mol): 0.00
E_tot (eV): -100696.7883
HOMO energy (eV): -4.85
Charge: -1
Kohn-Sham gap (eV): 6.595
Largest force on an atom (Eh/bohr): 0.0162

***

> What is the formula in the third record?

C25H35IN2O21PS